{"formula": "C13H20Cl5N3OPPd", "method": "wB97M-V/def2-TZVPD", "relative_energy_kj_mol": 0.1, "total_charge": -1, "gap_ev": 5.9, "largest_force_ha_per_bohr": 0.0055, "e_lumo_ha": 0.0989, "symbols": ["Pd", "Cl", "C", "C", "C", "Cl", "C", "Cl", "C", "Cl", "C", "Cl", "C", "N", "C", "P", "O", "N", "C", "C", "N", "C", "C", "H", "H", "H", "H", "H", "H", "H", "H", "H", "H", "H", "H", "H", "H", "H", "H", "H", "H", "C", "H", "H"], "coordinates": [[-1.405, 0.953, 1.551], [-0.950, 3.385, -0.789], [-2.381, 2.393, -1.009], [-2.671, 1.426, -0.052], [-3.806, 0.668, -0.330], [-4.250, -0.604, 0.788], [-4.612, 0.855, -1.449], [-6.018, -0.122, -1.727], [-4.280, 1.845, -2.370], [-5.260, 2.103, -3.774], [-3.147, 2.621, -2.148], [-2.721, 3.846, -3.301], [2.666, -1.445, 2.063], [1.347, -1.430, 1.473], [0.319, -2.097, 2.256], [0.963, -0.683, 0.059], [-0.502, -0.487, -0.094], [1.518, -1.618, -1.231], [2.007, -2.960, -0.979], [0.716, -1.539, -2.448], [1.971, 0.633, 0.028], [1.894, 1.608, 1.117], [2.350, 1.236, -1.241], [3.023, -2.473, 2.198], [2.649, -0.964, 3.047], [3.370, -0.910, 1.429], [0.542, -3.168, 2.346], [-0.651, -1.957, 1.786], [0.262, -1.651, 3.252], [2.676, -2.978, -0.121], [2.569, -3.305, -1.851], [1.194, -3.677, -0.797], [0.355, -0.525, -2.603], [-0.162, -2.193, -2.402], [1.332, -1.829, -3.304], [1.508, 1.143, 2.022], [1.209, 2.424, 0.875], [2.897, 2.010, 1.298], [2.551, 0.462, -1.979], [3.267, 1.813, -1.093], [1.577, 1.914, -1.620], [-1.269, 1.555, 3.318], [-1.907, 1.257, 4.164], [-0.737, 2.465, 3.644]], "forces_ev_per_angstrom": [[0.0139, -0.1089, -0.0817], [-0.0027, 0.0038, -0.0021], [0.0128, 0.0116, 0.0151], [0.0137, 0.0124, 0.0469], [-0.0341, 0.0121, 0.0286], [0.0043, 0.0072, -0.0181], [-0.0025, -0.0225, 0.0224], [0.0046, 0.0055, -0.0031], [0.0117, 0.0235, -0.0176], [-0.0007, -0.0022, 0.0030], [-0.0128, -0.0033, -0.0122], [-0.0006, -0.0031, 0.0030], [-0.0039, 0.0118, 0.0190], [0.0154, -0.0482, -0.0031], [-0.0102, -0.0135, 0.0206], [0.0249, -0.0019, -0.0314], [-0.0276, 0.0548, 0.0092], [-0.0466, -0.0060, -0.0111], [0.0291, 0.0073, -0.0001], [-0.0086, -0.0067, -0.0016], [0.0264, 0.0173, 0.0232], [-0.0039, -0.0101, -0.0202], [0.0031, 0.0042, -0.0014], [-0.0075, 0.0013, -0.0012], [-0.0014, 0.0056, 0.0007], [0.0053, 0.0015, -0.0061], [-0.0010, 0.0042, -0.0039], [0.0012, -0.0059, 0.0000], [-0.0020, 0.0045, -0.0011], [-0.0004, 0.0017, 0.0020], [0.0011, -0.0005, 0.0016], [-0.0006, -0.0008, -0.0012], [0.0018, -0.0011, 0.0024], [0.0016, -0.0032, -0.0023], [-0.0013, 0.0011, -0.0002], [0.0011, -0.0004, 0.0007], [0.0063, 0.0037, -0.0021], [-0.0024, -0.0015, 0.0030], [-0.0044, -0.0017, -0.0001], [-0.0010, 0.0026, 0.0029], [0.0004, 0.0000, 0.0004], [0.2171, -0.0780, 0.1636], [-0.1031, 0.0338, -0.0708], [-0.1167, 0.0879, -0.0754]]}